The following is a quantum chemistry calculation of a cluster of 2 separate species, C5H7F7O5P in total at a distorted geometry, from the Open Molecules 2025 dataset.

Highest occupied orbital energy (eV): -8.07
Net charge: -1
Maximum force (eV/A): 2.16
DFT total energy (Eh): -1611.59605
Kohn-Sham gap (eV): 10.54
Molar mass (u): 311.1
LUMO energy (eV): 2.477

Atoms and positions in Å:
C 2.2470 0.6409 -1.1643
C 1.1862 0.3309 -0.1353
O 0.0454 1.1968 -0.2160
C -0.6999 1.0343 -1.3122
O -1.3144 2.3034 -1.6774
C -2.1582 1.9511 -2.6691
O -2.4702 2.6106 -3.6370
O -2.6170 0.6782 -2.4328
C -1.9811 0.1991 -1.2345
O -1.8120 -1.1411 -1.2314
F -2.7765 0.5293 -0.2272
H 2.7362 1.5811 -0.9637
H 3.0021 -0.1290 -1.1042
H 1.8885 0.6219 -2.1821
H 0.9093 -0.7104 -0.1455
H 1.6086 0.4968 0.8335
H -0.1878 0.7030 -2.2185
H -1.3794 -1.3867 -2.0527
F 0.4584 -3.2526 3.7684
P 0.5339 -1.6485 3.4019
F -1.1088 -1.7017 3.4790
F 0.4524 -1.4259 5.0342
F 0.1774 -0.3948 2.3815
F 1.3118 -2.2652 2.0730
F 1.9481 -0.8214 3.6323